[1]
DFT (the ωB97M-V functional and the def2-TZVPD basis) results for a cluster of 2 separate species, C4H14N2O in total.

The geometry in ORCA input format:
```
! RIJCOSX wB97M-V def2-TZVPD def2/J DEFGRID3
* xyz 1 2
C 0.06683 -0.09659 -0.94512
C -0.01470 1.43462 -0.61084
C -1.41917 2.00934 -0.31318
N -2.02433 1.39659 0.92029
C 0.08165 -0.82970 0.45599
N 0.76069 -2.16821 0.69839
H -0.85978 -0.40676 -1.47733
H 0.90354 -0.52903 -1.46069
H 0.54266 1.83155 0.24022
H 0.36162 1.97577 -1.52360
H -1.42853 3.11300 -0.21955
H -1.95200 1.77349 -1.17804
H -2.15862 0.42864 1.03395
H -2.90385 1.78481 0.98008
H -0.96459 -0.95090 0.74076
H 0.47593 -0.09846 1.19288
H 0.65814 -2.84160 -0.14138
H 0.14974 -2.61312 1.41961
H 3.92015 -2.00916 0.31754
H 2.50623 -1.64407 0.14050
O 3.29839 -1.56024 -0.27048
*
```

Output
HOMO (alpha / beta) (eV): -13.4926 / -13.3801
Energy above the lowest of the compared OMol25 structures with the same formula, charge and spin (kcal/mol): 58.1
Total energy (Eh): -345.15149
Gap between HOMO and LUMO (alpha / beta) (eV): 9.997 / 4.056
LUMO (alpha / beta) (eV): -3.50 / -9.32
M (g mol⁻¹): 106.2



[2]
DFT (the ωB97M-V functional and the def2-TZVPD basis) results for a structure of composition C3HGdO2.

The geometry in ORCA input format:
```
! RIJCOSX wB97M-V def2-TZVPD def2/J DEFGRID3
* xyz 2 8
C 1.67502 -0.15712 -1.28907
H 2.23478 -0.71213 -2.01927
C 0.97808 0.37990 -0.46043
O 0.17490 1.31002 0.31320
C -0.35752 0.36988 1.14703
Gd -3.36278 -0.95189 1.66725
O -1.34248 -0.23865 0.64128
*
```

Output
HOMO (alpha / beta) (eV): -17.8274 / -17.9645
Energy above the lowest of the compared OMol25 structures with the same formula, charge and spin (kcal/mol): 64.4
Total energy (Eh): -1030.15044
Gap between HOMO and LUMO (alpha / beta) (eV): 6.720 / 7.540
LUMO (alpha / beta) (eV): -11.11 / -10.42
M (g mol⁻¹): 226.3



[3]
DFT (the ωB97M-V functional and the def2-TZVPD basis) results for a cluster of 2 separate species, C26H23Cl2Si in total.

The geometry in ORCA input format:
```
! RIJCOSX wB97M-V def2-TZVPD def2/J DEFGRID3
* xyz 1 1
Cl 5.64936 2.76914 0.79785
C 4.00817 2.52599 1.27461
C 3.76081 1.89526 2.51087
C 2.44213 1.58373 2.82516
C 1.37222 1.91074 1.97858
C -0.04381 1.44841 2.39829
C -1.44877 1.97271 2.07114
C -2.52905 1.43498 2.80051
C -3.84743 1.76516 2.50276
C -4.07824 2.57353 1.37314
Cl -5.70729 2.80964 0.84837
C -3.02340 3.05706 0.58337
C -1.70979 2.74397 0.94721
C 1.67207 2.35784 0.68918
C 2.97421 2.79023 0.36211
H 4.58080 1.60968 3.16585
H 2.26375 1.02487 3.75244
H -0.00435 1.31238 3.48500
H -2.36305 0.71048 3.59833
H -4.68706 1.33136 3.06329
H -3.23806 3.58037 -0.35068
H -0.89657 3.05898 0.30166
H 0.92584 2.32487 -0.10192
H 3.20697 3.22039 -0.61190
C -0.33339 -3.54379 0.99781
Si -0.09160 -2.30135 -0.39276
H -0.09235 0.42368 2.05511
C 1.58260 -2.02793 -1.09788
C 2.57547 -1.09765 -0.68259
C 3.77363 -0.98215 -1.38357
C 4.01749 -1.82850 -2.47771
C 3.05187 -2.74556 -2.91092
C 1.82866 -2.82802 -2.24536
C -1.53740 -1.67193 -1.34089
C -1.86332 -0.30284 -1.60248
C -2.94063 0.01299 -2.43504
C -3.65199 -1.02020 -3.06881
C -3.34371 -2.36725 -2.83274
C -2.30926 -2.68858 -1.95643
H -0.41895 -4.55165 0.55893
H 0.53133 -3.50132 1.69983
H -1.26123 -3.30202 1.57170
H 2.40347 -0.47567 0.19760
H 4.50462 -0.22690 -1.06240
H 4.96263 -1.75692 -2.99835
H 3.25185 -3.39119 -3.77449
H 1.06644 -3.52203 -2.60122
H -1.27046 0.49652 -1.15934
H -3.21980 1.06368 -2.56464
H -4.48879 -0.76913 -3.70288
H -3.92572 -3.16590 -3.30927
H -2.08090 -3.74018 -1.74643
*
```

Output
HOMO (eV): -11.0385
Total energy (Eh): -2214.16243
Gap between HOMO and LUMO (eV): 6.005
LUMO (eV): -5.03
M (g mol⁻¹): 434.5



[4]
DFT (the ωB97M-V functional and the def2-TZVPD basis) results for a cluster of 2 separate species, C5H8N2 in total.

The geometry in ORCA input format:
```
! RIJCOSX wB97M-V def2-TZVPD def2/J DEFGRID3
* xyz 0 1
C -1.18465 0.26248 1.22839
C -2.07411 0.24042 0.16075
C 0.84762 0.81789 0.29832
C 1.53992 -1.15109 -0.95804
C -2.43253 0.11140 -1.01712
N 0.65456 -0.27337 -0.65139
N 1.85193 0.96738 1.08099
H 2.37162 0.11259 1.27241
H -1.02794 -0.67658 1.75058
H -1.20552 1.12129 1.88810
H 0.39668 1.70996 -0.13158
H 1.26101 -2.07465 -1.44663
H 2.56578 -1.05345 -0.63006
H -0.39042 -0.32160 -1.06640
H -3.17396 0.20732 -1.77833
*
```

Output
HOMO (alpha / beta) (eV): -6.9541 / -6.9563
Energy above the lowest of the compared OMol25 structures with the same formula, charge and spin (kcal/mol): 138.5
Total energy (Eh): -304.61480
Gap between HOMO and LUMO (alpha / beta) (eV): 6.204 / 6.208
LUMO (alpha / beta) (eV): -0.75 / -0.75
M (g mol⁻¹): 96.1



[5]
DFT (the ωB97M-V functional and the def2-TZVPD basis) results for a cluster of 11 separate species, C33H55F5O21 in total.

The geometry in ORCA input format:
```
! RIJCOSX wB97M-V def2-TZVPD def2/J DEFGRID3
* xyz 0 1
C -7.52845 -4.14739 3.26578
C -6.24803 -3.45279 2.85810
O -6.69587 -2.48398 2.10635
C -7.92786 -2.64946 1.67421
O -8.37782 -1.99887 0.73293
O -8.47317 -3.76036 2.23798
F -5.52609 -4.35407 2.22846
H -7.91241 -3.88181 4.25073
H -7.40101 -5.22725 3.18984
H -5.75775 -3.20597 3.79980
C 6.74262 -4.37202 -5.70001
C 5.90682 -5.22805 -4.84678
O 6.77586 -5.83195 -3.99206
C 8.06002 -5.64938 -4.42349
O 9.14109 -6.16468 -4.04468
O 7.97213 -4.96331 -5.62427
F 5.41934 -6.23510 -5.60199
H 6.88634 -3.33342 -5.40205
H 6.36583 -4.56011 -6.70537
H 5.07853 -4.58423 -4.55093
C -3.83506 -4.00805 -5.53667
C -4.36890 -3.80121 -6.91691
O -3.44262 -4.45482 -7.79981
C -2.32269 -4.72077 -7.02730
O -1.37671 -5.33574 -7.51131
O -2.48627 -4.37586 -5.81283
F -4.31119 -2.47914 -7.18649
H -4.50001 -4.72869 -5.06063
H -3.82770 -3.08373 -4.95903
H -5.42280 -4.06260 -7.01201
C 8.21048 -1.42505 1.76883
C 7.85779 0.06833 1.79375
O 7.09061 0.33149 0.73009
C 7.10998 -0.71535 -0.09904
O 6.68147 -0.76734 -1.22451
O 7.95520 -1.64868 0.40128
F 9.05470 0.62849 1.64071
H 7.55645 -2.06728 2.35864
H 9.23888 -1.74210 1.94199
H 7.48764 0.32894 2.78530
C 5.62111 5.88745 0.71696
C 4.84428 5.54337 -0.58769
O 5.53206 6.27179 -1.47154
C 6.71561 6.57731 -1.10385
O 7.60627 6.91222 -1.82176
O 6.85103 6.24438 0.19508
F 3.63489 5.99738 -0.46901
H 5.59157 5.01241 1.36621
H 5.13298 6.74646 1.17732
H 4.94590 4.54704 -1.01793
C -0.85323 0.08130 0.94431
C -0.69389 -0.66283 -0.40021
C 0.73879 -0.39800 -0.92304
O 1.14556 0.85094 -0.34883
C 0.42382 1.06481 0.90663
H -0.75401 -0.59186 1.79585
H -1.78763 0.64193 0.97015
H -1.33092 -0.33307 -1.22091
H -0.85436 -1.72612 -0.22196
H 0.62984 -0.17486 -1.98438
H 1.44981 -1.18804 -0.68139
H 0.03131 2.07830 0.98953
H 1.06996 0.86682 1.76185
C -4.00280 3.05675 -4.89196
C -2.56918 3.11806 -5.59469
C -2.65578 4.26166 -6.54502
O -3.98654 4.76580 -6.61848
C -4.47093 4.50673 -5.27924
H -3.93326 2.72101 -3.85729
H -4.52677 2.23397 -5.37836
H -2.31278 2.20739 -6.13601
H -1.86493 3.26588 -4.77598
H -2.40424 4.03032 -7.58006
H -2.11729 5.14023 -6.18972
H -5.54328 4.69673 -5.32485
H -4.03825 5.21624 -4.57393
C -7.42692 5.41545 0.99882
C -6.22652 4.44041 0.78040
C -5.12200 5.39876 0.53539
O -5.66657 6.64023 0.02144
C -7.06139 6.57616 0.10242
H -7.45703 5.85327 1.99657
H -8.42096 5.01375 0.80231
H -6.38297 3.79039 -0.08047
H -6.10124 3.88438 1.70950
H -4.48743 4.98964 -0.25076
H -4.52840 5.51012 1.44277
H -7.50618 6.44440 -0.88394
H -7.50090 7.50896 0.45572
C 2.28541 -3.08464 8.21415
C 2.37998 -1.61961 8.00671
C 2.89826 -1.59149 6.53301
O 3.62215 -2.77573 6.31710
C 3.31131 -3.72697 7.27574
H 1.26175 -3.36075 7.96118
H 2.47069 -3.45375 9.22289
H 3.18046 -1.18874 8.60813
H 1.43275 -1.16471 8.29641
H 3.31872 -0.63665 6.21744
H 1.99936 -1.82084 5.96075
H 4.13890 -4.23914 7.76652
H 2.74269 -4.41334 6.64832
C 1.77545 -6.35669 1.30618
O 2.98890 -5.65316 0.99721
H 1.27531 -6.21166 0.34862
H 1.78432 -7.41127 1.58167
H 1.16048 -5.91136 2.08822
H 3.61797 -6.25728 1.39835
C -2.60386 4.03415 6.62976
O -1.61300 3.35455 5.98562
H -2.67070 5.04771 6.23440
H -3.57866 3.55228 6.55450
H -2.56980 4.18063 7.70933
H -0.83459 3.91557 5.95491
*
```

Output
HOMO (eV): -9.6124
SMILES string: O=C1OC[C@@H](F)O1.O=C1OC[C@@H](F)O1.O=C1OC[C@@H](F)O1.O=C1OC[C@@H](F)O1.O=C1OC[C@@H](F)O1.C1CCOC1.C1CCOC1.C1CCOC1.C1CCOC1.CO.CO
Total energy (Eh): -3369.53820
Gap between HOMO and LUMO (eV): 9.490
LUMO (eV): -0.12
M (g mol⁻¹): 882.8



[6]
DFT (the ωB97M-V functional and the def2-TZVPD basis) results for a structure of composition C21H27AsN4V.

The geometry in ORCA input format:
```
! RIJCOSX wB97M-V def2-TZVPD def2/J DEFGRID3
* xyz 2 2
V 0.13182 -0.14490 -0.27456
C 0.10820 -1.38368 2.38146
N 0.03337 0.01446 1.92179
C -1.25732 0.65120 2.24383
C -1.55153 1.76242 1.26954
C -2.24356 2.89927 1.63157
C -2.50891 3.86362 0.66635
C -2.06194 3.66714 -0.62868
C -1.36221 2.50814 -0.91331
N -1.10722 1.57495 0.01097
C 1.15827 0.81147 2.42398
C 2.39226 0.52609 1.61528
C 3.66517 0.65623 2.13137
C 4.75600 0.45121 1.29719
C 4.53604 0.11104 -0.02713
C 3.23219 -0.02437 -0.46320
N 2.16998 0.18189 0.33074
C -0.82327 -2.24482 1.56615
C -1.30876 -3.43941 2.07320
C -2.22317 -4.15622 1.32051
C -2.62107 -3.65010 0.08655
C -2.04856 -2.48174 -0.36668
N -1.14770 -1.78694 0.34749
H -0.13200 -1.47725 3.44611
H 1.14466 -1.71197 2.25814
H -1.25500 1.03335 3.26910
H -2.04368 -0.10238 2.17865
H -2.57513 3.03567 2.65192
H -3.05333 4.76079 0.92843
H -2.24042 4.39134 -1.40992
H -0.98395 2.30965 -1.90878
H 1.33062 0.64575 3.49220
H 0.90207 1.86751 2.29919
H 3.80572 0.91999 3.17078
H 5.76270 0.55107 1.67995
H 5.35412 -0.05903 -0.71172
H 3.01290 -0.30839 -1.48250
H -0.98890 -3.78429 3.04698
H -2.63520 -5.08636 1.68754
H -3.35368 -4.16094 -0.52120
H -2.30599 -2.07545 -1.33485
C -0.21065 0.74022 -4.15845
As 0.26782 -0.68294 -2.92666
C -0.84785 -2.12399 -3.60209
C 1.98852 -1.19515 -3.67804
H -0.09602 0.39133 -5.18383
H 0.44396 1.59680 -4.00130
H -1.24624 1.04138 -4.00548
H -0.57831 -2.32470 -4.63780
H -1.89463 -1.82389 -3.56630
H -0.70977 -3.02863 -3.01310
H 1.82866 -1.52106 -4.70478
H 2.44705 -2.00691 -3.11592
H 2.65476 -0.33307 -3.68716
*
```

Output
HOMO (alpha / beta) (eV): -13.5176 / -12.9046
Total energy (Eh): -4214.75965
Gap between HOMO and LUMO (alpha / beta) (eV): 7.771 / 7.234
LUMO (alpha / beta) (eV): -5.75 / -5.67
M (g mol⁻¹): 461.3



[7]
DFT (the ωB97M-V functional and the def2-TZVPD basis) results for a structure of composition C4H3BrF2.

The geometry in ORCA input format:
```
! RIJCOSX wB97M-V def2-TZVPD def2/J DEFGRID3
* xyz 0 1
C 0.72728 0.03811 0.09143
C -0.31066 -0.34940 0.56364
C 2.08793 0.35779 -0.16612
C -2.29134 -0.49036 0.11131
F -2.76953 -1.25152 1.05897
F -2.34415 -1.07236 -1.09593
Br -2.81642 1.26486 0.16600
H 2.62869 -0.38578 -0.69719
H 2.69099 0.69002 0.70650
H 2.39721 1.19864 -0.73862
*
```

Output
HOMO (eV): -9.7297
Energy above the lowest of the compared OMol25 structures with the same formula, charge and spin (kcal/mol): 54.0
Total energy (Eh): -2927.79285
Gap between HOMO and LUMO (eV): 9.697
LUMO (eV): -0.03
M (g mol⁻¹): 169.0



[8]
DFT (the ωB97M-V functional and the def2-TZVPD basis) results for the molecule C5H7ClS.

The geometry in ORCA input format:
```
! RIJCOSX wB97M-V def2-TZVPD def2/J DEFGRID3
* xyz 0 1
C 2.60677 -0.37403 0.41991
C 1.30756 -0.77554 0.74036
C -2.28327 0.11571 0.71598
C 0.26527 -1.58707 0.15024
C -0.48807 0.90356 -1.17660
S -1.04555 -0.73902 -0.52744
Cl -3.71670 0.27708 -0.20665
H 3.01135 0.24749 1.15235
H 3.01336 -0.63548 -0.50068
H 0.81518 -0.33029 1.55599
H -2.36430 -0.70444 1.53305
H -0.46247 0.91717 -2.32903
H 0.53131 1.02042 -0.76801
H -1.19043 1.66443 -0.75947
*
```

Output
HOMO (alpha / beta) (eV): -8.0689 / -8.2229
SMILES string: C=CC#S(/C)=C/Cl
Energy above the lowest of the compared OMol25 structures with the same formula, charge and spin (kcal/mol): 162.6
Total energy (Eh): -1052.81442
Gap between HOMO and LUMO (alpha / beta) (eV): 6.278 / 6.881
LUMO (alpha / beta) (eV): -1.79 / -1.34
M (g mol⁻¹): 134.6



Number 5 is which compound?
C33H55F5O21